1.
{"formula": "C20H21Cl5CuN6O2PS", "method": "ωB97M-V/def2-TZVPD", "elements": ["Cu", "Cl", "C", "C", "C", "Cl", "C", "Cl", "C", "Cl", "C", "Cl", "C", "N", "C", "N", "C", "N", "C", "P", "C", "C", "H", "H", "H", "H", "H", "H", "H", "H", "H", "H", "H", "H", "H", "S", "C", "N", "O", "C", "N", "C", "O", "C", "C", "C", "C", "N", "C", "H", "H", "H", "H", "H", "H", "H", "H"], "coordinates": [[-0.312, -1.034, 0.687], [-2.633, 0.207, 2.336], [-1.098, 0.265, 3.156], [0.023, -0.221, 2.490], [1.207, -0.181, 3.231], [2.680, -0.773, 2.536], [1.275, 0.315, 4.534], [2.765, 0.360, 5.383], [0.118, 0.782, 5.156], [0.172, 1.359, 6.768], [-1.086, 0.757, 4.458], [-2.524, 1.322, 5.212], [-3.362, 3.365, -2.293], [-3.356, 2.517, -1.024], [-2.625, 3.306, 0.069], [-1.329, 3.680, -0.364], [-1.395, 4.471, -1.586], [-2.042, 3.731, -2.662], [-1.235, 2.605, -3.129], [-0.907, 1.312, -1.808], [-2.699, 1.194, -1.273], [-0.409, 2.551, -0.485], [-3.952, 4.259, -2.081], [-3.843, 2.784, -3.080], [-4.316, 2.350, -0.718], [-2.577, 2.673, 0.951], [-3.225, 4.194, 0.276], [-0.387, 4.745, -1.892], [-1.963, 5.383, -1.389], [-0.279, 2.986, -3.492], [-1.735, 2.128, -3.974], [-2.748, 0.594, -0.369], [-3.252, 0.668, -2.053], [0.579, 2.942, -0.738], [-0.338, 2.031, 0.475], [-2.537, -4.061, -1.571], [-1.927, -2.728, -0.989], [-1.511, -1.696, -0.562], [1.409, -5.355, 0.758], [2.812, -5.211, 0.753], [3.389, -5.252, -0.569], [3.382, -4.268, -1.508], [3.757, -4.454, -2.647], [2.954, -2.885, -1.093], [3.766, -1.826, -1.488], [3.363, -0.528, -1.223], [2.158, -0.332, -0.579], [1.368, -1.345, -0.225], [1.745, -2.598, -0.481], [1.161, -6.257, 0.533], [3.298, -5.984, 1.350], [3.010, -4.240, 1.204], [3.672, -6.149, -0.936], [4.695, -2.041, -1.999], [3.972, 0.317, -1.511], [1.810, 0.662, -0.327], [1.063, -3.392, -0.200]], "atomic_forces_ev_per_a": [[-0.3, 0.2, 0.9], [-0.2, -0.1, -0.3], [0.2, 0.0, 0.1], [0.2, -0.1, -0.1], [-0.2, 0.1, -0.1], [0.1, -0.1, 0.0], [0.0, 0.0, 0.0], [0.0, 0.0, 0.0], [0.0, 0.0, 0.0], [0.0, 0.0, 0.0], [0.0, 0.0, 0.1], [0.0, 0.0, 0.0], [0.0, 0.2, -0.2], [0.0, 0.0, 0.0], [0.1, 0.1, 0.1], [0.1, 0.2, 0.2], [-0.1, -0.1, 0.0], [0.0, 0.2, -0.1], [0.1, -0.2, 0.1], [-0.2, 0.5, -0.1], [0.4, -0.3, -0.1], [-0.1, -0.2, -0.2], [0.0, -0.1, 0.1], [0.0, 0.0, 0.1], [0.0, 0.0, 0.0], [-0.1, -0.1, 0.1], [-0.1, -0.1, -0.1], [0.0, 0.0, 0.0], [0.0, 0.0, 0.0], [0.0, 0.0, 0.0], [0.0, 0.0, 0.0], [-0.1, 0.0, 0.1], [-0.1, 0.0, 0.0], [0.0, -0.1, 0.1], [0.1, 0.1, 0.0], [-0.1, -0.3, -0.2], [0.1, 0.5, 0.2], [-0.3, -0.3, -0.1], [-0.1, 0.1, 0.1], [0.1, 0.1, -0.2], [-0.1, -0.2, 0.2], [0.0, 0.0, -0.1], [0.1, 0.1, 0.1], [0.0, 0.2, -0.2], [-0.1, -0.1, 0.1], [0.0, -0.1, 0.0], [0.1, 0.0, -0.1], [0.4, 0.1, -0.2], [0.0, -0.2, 0.0], [0.0, 0.0, 0.0], [0.0, 0.0, 0.0], [0.0, -0.1, 0.0], [0.0, 0.0, 0.0], [0.0, 0.0, 0.0], [0.0, 0.0, 0.0], [0.0, 0.0, 0.0], [0.0, 0.0, 0.0]], "lowdin_charge": [0.5321, 0.6947, -0.6955, -0.2427, -0.6803, 0.7183, -0.7077, 0.7062, -0.7037, 0.7179, -0.7101, 0.6977, -0.1136, -0.0624, -0.1075, -0.1481, -0.1530, -0.1538, -0.3119, 1.0524, -0.2843, -0.3157, 0.1470, 0.1464, 0.1857, 0.1067, 0.1490, 0.1391, 0.1407, 0.0950, 0.0950, 0.0242, 0.1070, 0.0950, 0.0755, 0.6511, -0.9680, -0.0725, -0.0414, -0.2399, 0.1075, -0.4409, 0.0998, -0.0830, 0.0397, -0.0150, -0.1641, -0.0514, -0.0444, 0.1030, 0.1351, 0.1230, 0.1546, 0.1366, 0.1193, 0.0967, 0.1192], "total_energy_ev": -161485.813, "de_lowest_kcal_mol": 8.1, "e_homo_ev": [-10.91, -10.88], "largest_force_ev_per_a": 1.003, "multiplicity": 2, "total_charge": 1, "orbital_gap_ev": [8.248, 6.477]}

2.
{"formula": "C5H16N2O3", "method": "ωB97M-V/def2-TZVPD", "elements": ["C", "O", "C", "C", "C", "C", "N", "N", "H", "H", "H", "H", "H", "H", "H", "H", "H", "H", "H", "H", "H", "H", "O", "H", "H", "O"], "coordinates": [[2.445, -0.995, 2.360], [2.215, 0.000, 1.739], [0.871, -1.537, -1.207], [-0.502, -1.011, -0.649], [-0.820, 0.428, -0.870], [-1.104, 1.240, 0.161], [-1.529, 2.535, 0.011], [-0.724, 0.993, -2.193], [3.294, -1.661, 2.127], [1.813, -1.312, 3.206], [1.282, -2.130, -0.407], [1.547, -0.823, -1.662], [-1.269, -1.654, -1.114], [-0.638, -1.414, 0.352], [-1.009, 0.765, 1.121], [-1.521, 2.916, -0.920], [-1.418, 3.237, 0.707], [-1.196, 0.372, -2.845], [0.622, -2.188, -2.050], [0.248, 1.006, -2.490], [-2.249, -1.985, 2.479], [-3.221, -2.144, 1.272], [-2.373, -2.408, 1.631], [1.820, 1.839, -0.452], [1.337, 3.259, -0.215], [2.081, 2.673, -0.092]], "atomic_forces_ev_per_a": [[0.0, -0.1, 0.0], [0.0, 0.0, -0.1], [-1.6, -0.2, -0.4], [0.2, -1.2, -0.9], [0.4, 0.4, 0.8], [0.3, -0.8, -0.9], [-0.3, 0.6, -0.1], [-0.3, -0.4, -0.1], [0.1, 0.0, -0.1], [-0.1, 0.0, 0.1], [0.8, -0.1, -0.1], [0.2, 0.4, 0.6], [0.0, 0.4, -0.4], [0.2, 0.9, 0.5], [-0.3, 0.5, 0.5], [0.1, -0.3, -0.2], [0.2, -0.1, 0.6], [0.0, 0.2, -0.1], [0.3, -0.3, 0.2], [0.0, 0.0, 0.0], [-0.3, 0.2, 0.2], [-0.1, 0.2, 0.2], [0.3, -0.5, -0.3], [-0.4, -0.9, -0.2], [-0.3, 0.1, -0.1], [0.7, 0.8, 0.3]], "lowdin_charge": [-0.1443, 0.0008, -0.0865, -0.2256, -0.3759, -0.1790, 0.0567, 0.0608, 0.0816, 0.0780, 0.0500, 0.0581, 0.1020, 0.0677, 0.1108, 0.0728, 0.0721, 0.0771, 0.0610, 0.0677, 0.0341, 0.0420, -0.0481, -0.0068, 0.0169, -0.0441], "total_energy_ev": -14565.363, "de_lowest_kcal_mol": 70.0, "e_homo_ev": -7.50, "largest_force_ev_per_a": 1.666, "smiles": "CC/C(N)=C/N.C=O.O.O", "orbital_gap_ev": 8.070}

3.
{"formula": "C4H7NO", "method": "ωB97M-V/def2-TZVPD", "elements": ["C", "C", "C", "O", "C", "N", "H", "H", "H", "H", "H", "H", "H"], "coordinates": [[1.734, 0.443, -0.271], [0.567, 0.237, 0.724], [-0.449, -0.602, 0.064], [-2.428, -0.194, 0.525], [-1.521, -0.069, -0.714], [-1.675, 0.313, -1.846], [2.487, 1.079, 0.200], [2.212, -0.503, -0.542], [1.379, 0.930, -1.182], [0.131, 1.205, 0.984], [0.938, -0.255, 1.628], [-0.298, -1.683, 0.050], [-3.077, -0.903, 0.380]], "atomic_forces_ev_per_a": [[0.2, 0.1, 0.0], [0.0, 0.1, -0.1], [0.9, -0.2, -0.5], [-0.9, 0.3, -0.5], [0.1, -0.5, 1.1], [-0.1, 0.0, 0.2], [0.0, 0.0, -0.1], [-0.1, 0.1, 0.0], [0.0, -0.1, 0.1], [0.1, -0.1, 0.0], [-0.1, 0.1, -0.1], [-0.1, 0.2, -0.1], [0.0, 0.2, 0.0]], "lowdin_charge": [-0.0838, -0.2231, 0.0269, -0.0302, -0.5731, 0.1933, 0.0755, 0.0779, 0.0789, 0.1245, 0.1187, 0.1336, 0.0810], "total_energy_ev": -7794.591, "de_lowest_kcal_mol": 116.5, "e_homo_ev": [-9.11, -7.93], "largest_force_ev_per_a": 1.188, "orbital_gap_ev": [8.543, 6.606]}

4.
{"formula": "C4H12", "method": "ωB97M-V/def2-TZVPD", "elements": ["C", "C", "H", "H", "H", "H", "H", "H", "C", "C", "H", "H", "H", "H", "H", "H"], "coordinates": [[-1.227, -2.007, 1.671], [-0.125, -1.855, 0.605], [-1.998, -2.655, 1.332], [-1.626, -1.067, 2.042], [-0.816, -2.557, 2.524], [-0.156, -0.878, 0.115], [-0.338, -2.491, -0.258], [0.845, -2.055, 1.025], [1.424, 2.001, -1.013], [-0.093, 1.953, -1.157], [1.808, 2.342, -0.055], [1.865, 2.617, -1.798], [1.823, 1.001, -1.212], [-0.552, 2.924, -1.260], [-0.299, 1.456, -2.116], [-0.534, 1.270, -0.443]], "atomic_forces_ev_per_a": [[1.2, -0.2, 0.5], [-1.1, 0.4, -0.6], [-1.0, -0.2, -0.5], [-0.1, 0.0, -0.1], [0.0, 0.3, 0.1], [0.3, 0.2, 0.5], [0.3, -0.5, 0.3], [0.4, 0.0, -0.2], [0.2, -0.3, -0.5], [0.5, -0.8, -1.1], [-0.2, 0.1, 0.1], [0.0, 0.2, 0.1], [0.0, 0.0, 0.3], [-0.3, 0.3, 0.6], [0.0, 0.1, 0.0], [-0.3, 0.4, 0.5]], "lowdin_charge": [-0.1584, -0.1526, 0.0430, 0.0596, 0.0606, 0.0343, 0.0630, 0.0559, -0.1749, -0.1705, 0.0586, 0.0597, 0.0598, 0.0571, 0.0668, 0.0380], "total_energy_ev": -4342.202, "de_lowest_kcal_mol": 7.5, "e_homo_ev": -11.72, "largest_force_ev_per_a": 1.489, "smiles": "CC.CC", "orbital_gap_ev": 12.849}

5.
{"formula": "C35H61BEuN3O5PSSi", "method": "ωB97M-V/def2-TZVPD", "elements": ["Eu", "C", "C", "C", "C", "C", "C", "C", "H", "H", "H", "H", "H", "H", "H", "H", "H", "C", "N", "C", "N", "C", "N", "C", "P", "C", "C", "H", "H", "H", "H", "H", "H", "H", "H", "H", "H", "H", "H", "H", "C", "C", "C", "C", "C", "C", "C", "C", "O", "B", "O", "C", "C", "H", "H", "H", "H", "H", "H", "H", "H", "H", "H", "H", "H", "C", "C", "C", "C", "O", "Si", "S", "O", "C", "C", "C", "C", "O", "C", "C", "C", "C", "H", "H", "H", "H", "H", "H", "H", "H", "H", "H", "H", "H", "H", "H", "H", "H", "H", "H", "H", "H", "H", "H", "H", "H", "H", "H", "H"], "coordinates": [[-1.727, 0.290, 0.370], [-0.540, -3.096, 1.997], [-1.545, -1.956, 2.297], [-1.293, -0.787, 3.019], [-2.265, 0.160, 3.304], [-3.562, -0.108, 2.905], [-3.857, -1.252, 2.202], [-2.912, -2.186, 1.918], [-0.488, -3.220, 0.908], [-0.850, -4.052, 2.441], [0.426, -2.880, 2.424], [-0.274, -0.599, 3.346], [-1.929, 1.073, 3.781], [-4.318, 0.652, 3.118], [-4.857, -1.418, 1.899], [-3.173, -3.029, 1.295], [1.963, -10.667, -8.621], [2.613, -0.595, -0.755], [2.397, -1.958, -0.860], [2.539, -2.444, 0.570], [3.759, -2.157, 1.211], [3.941, -0.658, 1.175], [3.938, -0.202, -0.170], [5.164, -0.591, -0.915], [5.232, -2.431, -1.135], [3.474, -2.537, -1.693], [4.843, -2.943, 0.586], [1.885, -0.171, -0.136], [2.622, -0.153, -1.761], [1.281, -10.613, -8.733], [2.329, -3.491, 0.591], [1.746, -1.942, 1.096], [4.886, -0.462, 1.699], [3.111, -0.150, 1.723], [6.033, -0.097, -0.495], [5.054, -0.297, -1.961], [3.175, -3.582, -1.872], [3.380, -2.074, -2.728], [5.704, -2.889, 1.266], [4.497, -3.984, 0.499], [-3.539, -7.054, -4.948], [-4.095, -6.468, -3.620], [-5.593, -6.597, -3.642], [-3.525, -7.156, -2.397], [-3.655, -4.981, -3.591], [-4.196, -4.167, -4.574], [-3.955, -2.824, -4.614], [-3.150, -2.255, -3.637], [-2.849, -0.948, -3.298], [-1.937, -0.899, -2.256], [-1.704, -2.317, -1.959], [-2.531, -3.076, -2.724], [-2.791, -4.440, -2.655], [-3.764, -8.081, -5.086], [-2.468, -6.977, -4.877], [-3.831, -6.448, -5.702], [-5.769, -7.671, -3.721], [-6.126, -6.078, -4.437], [-5.993, -6.265, -2.709], [-3.677, -8.227, -2.384], [-3.982, -6.706, -1.487], [-2.513, -6.984, -2.291], [-4.919, -4.503, -5.311], [-4.324, -2.225, -5.418], [-2.239, -5.114, -1.958], [3.862, 5.252, 3.419], [3.739, 4.075, 2.447], [4.451, 4.338, 1.079], [4.321, 2.792, 3.110], [2.359, 3.886, 2.124], [0.776, 4.064, 1.889], [0.100, 2.079, 1.766], [0.334, 4.868, 0.507], [0.139, 4.769, -0.907], [-1.391, 4.389, -1.006], [0.954, 3.685, -1.531], [0.439, 6.135, -1.555], [0.251, 4.974, 3.066], [-0.961, 5.438, 3.566], [-2.019, 4.415, 3.089], [-0.863, 5.380, 5.087], [-1.199, 6.949, 3.114], [4.947, 5.414, 3.652], [3.385, 5.077, 4.379], [3.374, 6.072, 2.939], [5.572, 4.213, 1.131], [4.224, 5.345, 0.671], [4.047, 3.606, 0.436], [5.373, 2.978, 3.388], [4.254, 1.978, 2.400], [3.727, 2.602, 4.025], [-1.654, 3.654, -0.244], [-1.627, 3.951, -1.937], [-1.983, 5.305, -0.845], [0.847, 2.775, -0.962], [1.969, 3.948, -1.518], [0.611, 3.526, -2.557], [-0.184, 6.967, -1.174], [0.229, 5.967, -2.617], [1.465, 6.428, -1.491], [-1.747, 3.403, 3.322], [-2.055, 4.551, 2.034], [-3.012, 4.670, 3.529], [-0.845, 4.386, 5.549], [-1.731, 5.880, 5.508], [0.014, 5.871, 5.499], [-0.886, 7.104, 2.089], [-0.616, 7.587, 3.778], [-2.262, 7.211, 3.241]], "atomic_forces_ev_per_a": [[0.5, 0.5, -0.3], [-0.8, 0.8, 0.2], [-1.2, -1.4, 0.3], [1.4, -0.9, -0.1], [0.1, -0.3, -0.1], [0.0, 1.8, 0.6], [-0.6, 0.1, 0.1], [2.1, 0.0, -0.5], [0.3, -0.1, 0.2], [-0.3, 0.3, -0.1], [0.4, 0.2, -0.1], [-0.1, 0.1, -0.1], [-0.4, 0.0, 0.1], [0.0, -0.4, -0.1], [-0.9, -0.2, -0.3], [0.1, -0.3, 0.1], [2.0, -0.2, 0.3], [2.6, 2.1, -1.9], [1.0, -2.2, 1.2], [-1.2, 0.2, -1.3], [0.3, 0.5, 0.6], [0.5, -1.2, 0.6], [0.0, 1.0, -0.3], [-1.6, -0.4, -0.2], [0.4, -0.1, 0.0], [-1.3, -0.4, -1.7], [-0.1, 0.5, 0.8], [-1.2, 1.0, 0.8], [-0.4, 0.1, 0.2], [-2.0, 0.2, -0.3], [-0.1, -0.9, 0.0], [-0.4, 0.3, 0.3], [-0.1, 0.2, -0.2], [0.5, -0.6, -0.2], [0.1, -0.1, 0.1], [0.0, 0.6, 0.1], [0.4, 0.1, 0.1], [0.2, -0.3, 1.1], [0.0, -0.2, -0.4], [0.2, 0.2, 0.3], [1.4, -0.5, 3.4], [1.2, 0.8, -0.7], [-0.2, -0.7, 0.0], [-2.2, 0.0, 0.6], [-0.9, -1.0, -0.2], [-0.5, 0.1, -0.2], [0.7, 1.7, 0.2], [-0.1, -0.3, 0.5], [-0.6, 0.4, -1.6], [-0.1, -1.1, 0.9], [0.3, 0.2, 1.1], [0.2, -0.1, -0.1], [1.1, -0.5, 0.5], [-0.6, -1.0, -0.2], [0.7, 0.0, -0.2], [-1.1, 1.5, -2.7], [-0.5, 0.0, -0.1], [0.3, -0.1, -0.1], [-0.5, 0.3, 0.7], [-0.3, -0.3, -0.1], [0.1, -0.5, -0.4], [2.3, 0.2, 0.0], [0.3, -0.4, 0.1], [-0.5, 0.3, -0.3], [-0.6, 1.0, -0.4], [1.1, -0.8, 0.0], [0.2, 0.1, -0.1], [0.9, 0.9, 1.4], [-0.6, 1.1, 0.1], [0.7, -0.1, 0.0], [0.8, -1.1, -2.4], [-0.6, -0.7, -0.1], [0.9, 0.6, 0.5], [-1.8, 0.1, 1.3], [0.8, 1.2, 0.6], [-0.8, -0.4, -0.3], [-1.2, -0.6, -0.3], [0.7, 1.0, 1.1], [-0.6, -0.2, 0.5], [-1.0, 2.0, 0.9], [-0.3, 0.2, 0.7], [-0.3, -1.5, 0.8], [-0.9, 0.3, -0.4], [-0.3, -0.3, 0.0], [0.0, 1.0, -0.1], [-1.1, 0.2, 0.1], [0.0, -0.5, 0.3], [-0.3, -0.9, -1.0], [-0.4, -0.1, -0.1], [0.0, -0.3, 0.0], [0.4, -0.2, -0.5], [0.3, 0.1, 0.2], [-0.3, -0.3, -1.3], [0.0, -0.4, 0.0], [-0.1, -0.4, 0.1], [1.6, 0.3, -0.1], [0.2, -0.1, 0.0], [0.2, -0.6, -0.1], [-0.1, 0.4, 0.0], [0.8, 0.0, 0.3], [0.2, -0.3, 0.2], [-0.4, -0.2, -1.0], [0.5, -0.2, -0.3], [-0.1, -0.2, -0.6], [-0.2, 0.2, 0.1], [0.2, 0.3, -0.3], [0.0, -0.1, -0.2], [0.1, 0.0, -0.1], [0.3, -0.1, -0.1]], "lowdin_charge": [1.3951, -0.0284, -0.2906, -0.1622, -0.1633, -0.1177, -0.1310, -0.0727, 0.0834, 0.0923, 0.0598, 0.1071, 0.0890, 0.1200, 0.1052, 0.1229, 0.0000, -0.2422, -0.1222, -0.2319, -0.1483, -0.1945, -0.1490, -0.3338, 0.9649, -0.3630, -0.3590, 0.0767, 0.1337, 0.0000, 0.1150, 0.0879, 0.1236, 0.1276, 0.0801, 0.0679, 0.0828, 0.1027, 0.0823, 0.0797, -0.0198, -0.5446, -0.0549, -0.0643, -0.1759, -0.0608, 0.0095, -0.2044, 0.0477, -0.4643, -0.0176, -0.2458, 0.0566, 0.0758, 0.0898, 0.0360, 0.0893, 0.0822, 0.0781, 0.0881, 0.1046, 0.0402, 0.1135, 0.1135, 0.1236, -0.0316, -0.6033, -0.0176, -0.0193, -0.1661, -0.1990, 0.2158, -0.1631, -0.6138, -0.0224, -0.0413, -0.0189, -0.1194, -0.6069, -0.0557, -0.0420, 0.0087, 0.1000, 0.0805, 0.0743, 0.0978, 0.0898, 0.0530, 0.0873, 0.0549, 0.0953, 0.0319, 0.0568, 0.0892, 0.0411, 0.0694, 0.0973, 0.0898, 0.0872, 0.0700, 0.0150, 0.0516, 0.1006, 0.0867, 0.0800, 0.0820, 0.0702, 0.0756, 0.0829], "total_energy_ev": -100002.285, "de_lowest_kcal_mol": 0.0, "e_homo_ev": [-7.49, -7.47], "largest_force_ev_per_a": 3.855, "multiplicity": 8, "orbital_gap_ev": [6.978, 7.022]}